1.
80
Properties=species:S:1:pos:R:3:forces:R:3 method="wB97M-V/def2-TZVPD" e_homo_ev="-11.25 / -11.01" multiplicity=2 relative_energy_kcal_mol=0.00 energy_ev=-143859.043 charge=+1
Os -0.80245 0.18540 0.42912 0.785 -0.348 -2.018
C 2.53471 0.65287 3.04958 0.012 0.001 -0.001
C 1.63247 -0.14369 2.35383 0.096 -0.047 -0.100
N 0.92260 0.59632 1.50532 -0.405 0.279 0.407
N 1.33396 1.87979 1.66004 0.181 0.004 -0.121
C 2.30783 1.92984 2.58424 0.000 0.001 -0.018
B 0.47026 3.02450 1.08761 -0.111 -0.044 -0.012
N 0.25770 2.79416 -0.44390 0.084 0.024 -0.006
C 0.34701 3.67552 -1.44579 0.069 -0.042 0.014
C -0.13006 3.07907 -2.60257 0.034 -0.026 -0.011
C -0.51277 1.80449 -2.21100 0.104 -0.035 -0.061
N -0.25482 1.63922 -0.90872 -0.447 0.180 0.424
N -0.91341 2.88834 1.77415 -0.033 -0.050 -0.065
C -1.51405 3.56733 2.76327 0.014 0.057 -0.038
C -2.69983 2.93670 3.08204 -0.016 0.006 -0.012
C -2.75276 1.83231 2.23945 -0.061 0.063 -0.082
N -1.67390 1.80764 1.45863 0.071 -0.275 0.354
N 1.08155 4.38273 1.27170 -0.028 0.019 0.137
C 0.47117 5.60018 1.29233 0.015 -0.011 -0.040
C 1.44453 6.55786 1.19707 -0.009 0.010 -0.023
C 2.64473 5.82508 1.10247 0.000 -0.002 -0.009
N 2.42453 4.52518 1.13344 0.012 0.007 -0.007
H 3.25800 0.34121 3.78136 0.001 -0.003 -0.001
H 1.48829 -1.20775 2.40310 -0.013 0.002 0.018
H 2.77737 2.86837 2.81878 0.003 -0.010 0.004
H 0.74831 4.66083 -1.27404 -0.008 0.007 -0.012
H -0.19192 3.51166 -3.58488 -0.006 0.006 0.003
H -0.97220 1.01077 -2.77832 -0.018 -0.001 0.012
H -1.06772 4.45688 3.17346 0.000 -0.005 0.008
H -3.42058 3.23643 3.82111 -0.001 0.000 -0.002
H -3.48895 1.05138 2.15715 0.016 -0.006 0.026
H -0.60022 5.69598 1.34594 0.000 0.004 0.001
H 1.31365 7.62561 1.19400 0.000 -0.001 0.010
H 3.65390 6.19454 1.01468 0.001 0.000 0.001
C 3.48866 -0.72271 -0.22120 -0.040 -0.031 -0.024
Si 2.56312 -1.32565 -1.71825 0.037 0.013 0.001
C 3.01298 -3.10081 -2.09691 0.029 0.059 -0.013
C 2.83285 -0.12450 -3.12018 -0.032 -0.004 0.028
As 0.18929 -1.36986 -1.27016 -0.012 -0.121 0.215
Si -0.90525 -2.36181 -3.24499 0.007 0.135 -0.050
C -1.05631 -4.16005 -2.79985 0.018 0.061 -0.060
C 0.31899 -2.10547 -4.63511 -0.018 -0.015 0.027
C -2.49375 -1.54290 -3.76620 0.011 -0.029 0.056
H 4.54698 -0.66968 -0.49356 0.001 -0.010 -0.006
H 3.40126 -1.39949 0.62833 -0.001 0.003 0.005
H 3.17417 0.27349 0.09070 0.011 0.006 -0.009
H 4.06910 -3.24591 -1.85593 0.002 -0.011 -0.020
H 2.87550 -3.36265 -3.14568 -0.026 -0.006 0.009
H 2.43943 -3.80046 -1.48691 0.000 0.007 0.015
H 3.90948 -0.04215 -3.29197 0.002 0.004 0.003
H 2.46948 0.87205 -2.85754 -0.002 0.001 0.006
H 2.36930 -0.42817 -4.05644 0.019 0.007 0.018
H -0.08803 -4.60732 -2.57290 0.009 0.011 0.002
H -1.47276 -4.67717 -3.66940 0.006 -0.012 0.012
H -1.72662 -4.31139 -1.95778 -0.031 -0.004 0.037
H 1.30901 -2.51416 -4.43826 -0.014 0.003 -0.005
H 0.41959 -1.05016 -4.89520 -0.012 -0.006 -0.009
H -0.07801 -2.61567 -5.51746 -0.006 -0.006 0.005
H -3.34503 -1.85047 -3.16463 -0.007 0.000 0.007
H -2.67660 -1.85383 -4.79924 0.010 0.000 -0.005
H -2.44652 -0.45399 -3.75932 0.013 0.001 0.007
O -2.80695 -2.41162 -0.76092 0.033 0.019 -0.041
Cl -3.43439 -1.18161 -0.35688 -0.474 -0.305 1.085
O -4.77982 -1.10163 -0.77946 0.206 0.200 -0.646
O -3.36145 -1.03635 1.07749 -0.054 -0.110 -0.071
O -2.62364 -0.05721 -0.92356 0.330 0.146 0.529
C -2.40926 -2.84024 4.59997 0.024 -0.012 0.026
N -1.66449 -2.87986 3.33919 -0.059 -0.025 -0.056
C -1.41917 -4.05129 2.71667 0.058 0.007 0.040
C -0.79283 -4.11152 1.52016 0.018 0.012 0.005
C -0.46116 -2.88045 0.90842 0.237 -0.054 0.095
O 0.16193 -2.93172 -0.24148 -0.115 0.040 0.057
N -0.71015 -1.71547 1.50204 -0.602 0.280 -0.155
C -1.31906 -1.66283 2.75535 0.111 0.062 0.145
O -1.51906 -0.61235 3.32014 -0.006 -0.080 -0.028
H -2.15827 -3.72127 5.18525 -0.016 -0.009 -0.012
H -3.47982 -2.81528 4.40132 0.001 0.022 -0.002
H -2.12613 -1.94366 5.13981 0.011 -0.008 0.009
H -1.74123 -4.93965 3.24309 -0.006 -0.002 -0.007
H -0.57224 -5.04181 1.02480 -0.017 0.000 -0.004

---

2.
66
Properties=species:S:1:pos:R:3:forces:R:3 method="wB97M-V/def2-TZVPD" e_homo_ev=-10.58 relative_energy_kcal_mol=35.48 energy_ev=-119866.360 charge=+1
Au -0.64018 0.22541 0.08118 2.429 1.032 -0.320
C 2.84070 -1.35181 -0.79540 -0.119 0.149 -0.060
Si 2.33632 0.38649 -0.32474 -1.006 -0.267 0.109
C 3.27919 0.94204 1.20136 -0.423 0.000 0.061
C 2.52883 1.66465 -1.64648 1.018 -0.807 0.163
C 3.78534 1.87008 -2.22333 0.287 0.107 -0.067
C 3.98448 2.90949 -3.12018 -0.127 -0.053 0.095
C 2.91700 3.74259 -3.45161 -0.152 -0.123 0.146
C 1.66735 3.51073 -2.88980 0.313 0.211 -0.214
C 1.48102 2.46953 -1.97912 -1.081 0.749 -0.327
Si -0.17723 2.26144 -1.15264 -0.664 -0.042 0.165
C -0.32649 3.62809 0.16593 -0.116 -0.092 -0.158
C -1.49664 2.47845 -2.50904 0.082 -0.038 0.152
H 3.93230 -1.40695 -0.84263 0.019 0.156 -0.033
H 2.44368 -1.65234 -1.76425 -0.017 0.035 -0.010
H 2.51178 -2.07631 -0.05634 0.106 0.003 0.024
H 4.30677 0.57458 1.13057 -0.023 -0.031 -0.118
H 2.86163 0.56452 2.13000 0.149 -0.051 0.046
H 3.31198 2.02911 1.27313 -0.040 0.009 -0.078
H 4.62101 1.22728 -1.95913 -0.008 0.046 -0.058
H 4.96270 3.07722 -3.55081 -0.006 -0.016 -0.022
H 3.05982 4.56900 -4.13577 0.012 -0.034 -0.025
H 0.83923 4.16043 -3.15363 0.016 -0.015 -0.023
H -0.81376 4.52015 -0.23920 0.049 -0.009 -0.030
H 0.66489 3.92567 0.51357 -0.001 -0.055 0.010
H -0.89970 3.30595 1.03741 0.020 0.019 0.019
H -1.87375 3.50470 -2.54673 0.069 0.001 -0.007
H -2.35386 1.82151 -2.36339 0.007 -0.011 -0.023
H -1.06616 2.24105 -3.48389 0.009 0.006 0.022
C -5.37412 3.50202 -0.31939 0.052 -0.082 -0.034
C -4.87775 2.11859 -0.00845 -0.039 0.124 0.018
C -5.73406 1.05092 0.23045 0.157 -0.056 -0.008
C -5.21015 -0.20472 0.49232 -0.141 -0.048 0.025
C -3.83768 -0.34882 0.48420 0.113 0.013 0.056
Br -3.07064 -2.04744 0.81741 -0.161 0.010 -0.029
N -2.99455 0.65257 0.26674 0.148 -0.457 0.096
C -3.51618 1.86134 0.03994 0.150 -0.017 0.038
H -6.42857 3.60131 -0.07006 0.018 0.055 0.022
H -5.25648 3.71539 -1.38341 -0.024 0.009 0.004
H -4.80366 4.24990 0.23058 -0.057 0.028 0.015
H -6.80711 1.19435 0.21574 0.004 0.014 0.011
H -5.84896 -1.04931 0.70487 0.021 -0.009 -0.046
H -2.79353 2.65399 -0.11023 -0.111 0.031 -0.014
C 0.85131 -5.21961 -0.01264 -0.096 0.125 0.047
C -0.19944 -4.31131 -0.62360 0.155 -0.006 0.050
N 0.13149 -2.94395 -0.24862 -0.197 -0.079 0.075
C 0.46665 -2.60716 1.03212 -0.045 0.216 0.158
N 0.37223 -1.34851 1.37982 -0.446 -0.508 0.082
C 0.76528 -0.93214 2.72166 -0.093 -0.252 0.016
C 1.81348 -1.86656 3.30762 -0.161 0.117 -0.124
C 1.28912 -3.28545 3.21544 -0.003 0.135 0.061
N 0.96259 -3.59120 1.82975 0.033 -0.049 -0.097
C 0.83889 -5.00718 1.49040 0.014 -0.091 -0.120
H 1.83072 -4.95899 -0.41844 0.003 -0.031 -0.008
H 0.64863 -6.26394 -0.24508 -0.016 -0.005 0.028
H -1.19626 -4.58657 -0.25922 -0.016 -0.057 -0.083
H -0.19733 -4.37766 -1.70986 -0.028 0.015 -0.002
H -0.33764 -2.20327 -0.74769 0.003 -0.012 0.024
H -0.11700 -0.90918 3.37052 0.010 0.061 0.018
H 1.14702 0.08608 2.65034 -0.186 -0.009 0.136
H 2.03389 -1.60646 4.34251 0.027 0.001 -0.013
H 2.72995 -1.78620 2.71766 0.090 -0.019 0.091
H 0.40377 -3.40623 3.85056 0.026 -0.037 0.030
H 2.04318 -3.99678 3.55233 -0.026 -0.049 -0.046
H -0.08706 -5.41287 1.91562 0.019 -0.008 0.033
H 1.67172 -5.53774 1.95302 0.000 0.049 0.048

---

3.
70
Properties=species:S:1:pos:R:3:forces:R:3 method="wB97M-V/def2-TZVPD" e_homo_ev=-7.87 smiles="CC[C@@H](C)C(=O)O[C@@H](B(O)N(C)C)P(C)CC.O=[N+]([O-])c1ccccc1.O=[N+]([O-])c1ccccc1" energy_ev=-53183.090
C 4.06765 -0.63294 0.15524 0.104 0.024 0.169
C 4.03588 0.89830 0.27572 0.023 -0.077 0.057
C 3.83408 1.63817 -1.04396 0.140 -0.194 -0.208
C 4.85970 1.19973 -2.10883 0.006 0.098 0.000
C 2.45004 1.48637 -1.65491 0.001 -0.034 0.214
O 2.11626 2.05144 -2.65734 -0.113 0.227 -0.111
O 1.60887 0.60879 -1.02869 0.210 -0.043 0.161
C 0.70846 1.21360 -0.06653 -0.521 -0.045 -0.049
B -0.28658 2.25743 -0.74169 -0.038 0.064 0.261
O -1.17300 1.79308 -1.69401 0.168 -0.188 -0.083
N -0.30571 3.61069 -0.27735 0.272 0.061 -0.977
C -1.28703 4.52414 -0.85057 0.042 0.055 0.132
C 0.98576 4.27373 -0.06834 -0.136 0.047 0.447
P -0.16937 -0.22643 0.76229 0.316 0.033 -0.070
C -1.55874 0.70558 1.56295 -0.089 -0.072 0.054
C -0.93033 -1.06542 -0.70651 -0.094 -0.086 0.253
C -0.83601 -2.58443 -0.55119 -0.028 0.018 -0.012
H 3.57472 -0.98696 -0.74858 -0.041 -0.013 0.038
H 3.56288 -1.07416 1.01213 -0.058 -0.083 -0.063
H 5.08908 -1.01633 0.16838 0.015 0.027 -0.128
H 3.27167 1.18732 0.99793 -0.027 0.042 -0.063
H 4.97982 1.24945 0.69982 0.002 -0.008 0.009
H 3.97468 2.71270 -0.88798 -0.092 -0.025 0.065
H 4.54395 0.28898 -2.61827 0.051 -0.046 0.073
H 5.82549 1.01318 -1.63768 0.010 0.031 -0.022
H 4.98323 1.97087 -2.86673 -0.032 -0.017 -0.026
H 1.27720 1.66900 0.75007 0.087 0.015 -0.078
H -1.32202 2.41468 -2.41202 -0.170 0.093 0.143
H -2.17571 3.97338 -1.15358 -0.040 0.061 0.039
H -1.58496 5.26733 -0.10735 -0.006 0.007 -0.002
H -0.88921 5.07073 -1.71548 -0.026 -0.070 -0.037
H 1.55591 3.77572 0.71437 0.052 -0.019 -0.035
H 1.58916 4.30638 -0.98118 -0.037 0.027 -0.014
H 0.81919 5.30131 0.25959 -0.011 -0.025 0.045
H -1.58280 0.43599 2.61817 -0.060 0.045 0.005
H -2.51884 0.44428 1.11707 0.099 -0.002 0.026
H -1.43946 1.78884 1.49588 0.075 -0.017 0.005
H -0.39522 -0.73040 -1.59240 0.013 0.014 -0.035
H -1.97219 -0.76138 -0.79286 0.098 0.053 -0.152
H 0.18468 -2.89530 -0.32170 0.015 0.004 -0.037
H -1.47164 -2.93346 0.26591 0.009 -0.013 -0.015
H -1.14952 -3.09474 -1.46458 -0.028 0.000 0.026
O 2.49378 -1.09864 4.75607 0.065 -0.040 -0.006
N 3.25493 -1.73167 4.05340 -0.069 0.070 -0.051
O 4.21646 -1.26230 3.47618 0.000 0.000 0.078
C 2.98728 -3.17146 3.87257 -0.008 0.046 -0.011
C 1.87921 -3.72200 4.48862 -0.027 -0.037 0.014
C 1.62639 -5.07150 4.30143 0.006 -0.003 -0.006
C 2.47388 -5.83729 3.51186 0.003 0.016 0.000
C 3.58079 -5.25914 2.90474 -0.009 -0.003 0.003
C 3.84674 -3.91066 3.08141 0.011 -0.038 -0.023
H 1.23498 -3.10227 5.09361 0.012 0.025 -0.013
H 0.76319 -5.52335 4.77078 0.001 -0.003 -0.002
H 2.26874 -6.88968 3.36626 0.002 -0.002 0.003
H 4.23855 -5.85722 2.28886 -0.003 -0.003 0.000
H 4.69694 -3.43414 2.61718 -0.010 0.026 0.007
O -6.14232 -0.85894 0.50806 0.033 0.017 -0.037
N -5.35012 -0.47119 -0.32433 0.027 0.044 -0.100
O -4.14151 -0.46837 -0.18836 -0.183 -0.097 0.128
C -5.87619 0.04108 -1.60414 -0.003 0.002 0.035
C -7.24469 0.07021 -1.79622 -0.035 0.000 -0.031
C -7.72770 0.55838 -2.99998 0.005 0.002 -0.004
C -6.84583 1.00187 -3.97671 0.005 -0.003 0.013
C -5.47504 0.95994 -3.75753 -0.008 0.000 0.010
C -4.97453 0.47644 -2.55880 0.014 0.022 -0.045
H -7.90679 -0.28276 -1.01993 0.023 -0.002 0.018
H -8.79458 0.59175 -3.17387 0.002 0.001 -0.004
H -7.22933 1.38271 -4.91412 0.001 -0.004 -0.002
H -4.79074 1.30415 -4.52115 -0.005 -0.002 -0.004
H -3.91248 0.43681 -2.36108 -0.005 -0.003 0.027

---

4.
66
Properties=species:S:1:pos:R:3:forces:R:3 method="wB97M-V/def2-TZVPD" e_homo_ev=-13.06 relative_energy_kcal_mol=40.54 energy_ev=-50189.870 charge=+2
Be -0.22496 0.02100 0.43668 0.461 0.381 -0.320
O -0.85181 -0.72183 1.56721 -0.337 -0.355 0.233
C -1.40044 -0.12122 2.74636 -0.261 0.525 0.613
C -2.52938 0.84561 2.39762 0.146 -0.283 -0.135
C -2.17887 1.78361 1.22678 -0.165 -0.137 0.352
C -0.80147 2.35313 1.34663 -0.181 0.565 0.030
C -0.54078 3.56517 1.97200 0.104 -0.104 -0.093
C 0.76665 4.01620 2.07197 -0.054 -0.259 -0.078
C 1.78751 3.23718 1.53931 -0.118 -0.031 -0.010
C 1.45696 2.05140 0.92051 0.340 0.111 0.100
N 0.19412 1.61467 0.82427 -0.182 -0.281 0.093
H -1.01242 -1.82012 1.44386 0.296 0.234 -0.239
H -0.59431 0.41629 3.25715 -0.044 -0.189 -0.031
H -1.76967 -0.90988 3.40596 0.169 0.030 -0.121
H -2.74912 1.42662 3.29156 -0.063 0.024 0.063
H -3.42560 0.28581 2.12905 -0.062 0.057 0.057
H -2.92617 2.57834 1.19178 0.102 -0.059 -0.181
H -2.24443 1.22027 0.29020 -0.150 0.095 -0.076
H -1.35726 4.14470 2.37539 -0.080 0.020 -0.002
H 0.99188 4.95320 2.55793 -0.008 0.082 0.050
H 2.81914 3.54149 1.61745 0.079 -0.001 -0.071
H 2.21315 1.41045 0.49780 0.158 -0.063 -0.084
C 1.49827 -5.25274 1.90289 -0.144 -0.549 0.653
N 1.71186 -4.16806 0.97842 -0.420 0.795 -0.596
C 2.91426 -3.83024 0.41511 0.392 0.405 -0.492
C 2.69882 -2.81701 -0.45001 0.515 -0.219 0.126
N 1.34819 -2.50093 -0.40021 0.329 -0.552 0.741
C 0.75091 -3.35826 0.49619 -0.120 0.036 0.154
S -0.88006 -3.42227 0.91780 -0.702 -0.594 -0.110
C 0.68451 -1.78124 -1.41531 -0.335 0.188 -0.365
C 0.75557 -2.23648 -2.71454 -0.108 0.213 0.054
C -0.01379 -1.61467 -3.70479 -0.023 0.203 0.576
C -0.78375 -0.52919 -3.34674 0.041 -0.108 0.030
C -0.72115 -0.05190 -2.04202 -0.291 -0.946 0.279
N -0.03681 -0.69285 -1.05906 -0.197 0.044 -0.668
H 2.12397 -6.09741 1.61632 -0.055 0.085 -0.035
H 0.44875 -5.54726 1.87834 0.185 0.037 -0.034
H 1.75486 -4.94897 2.91951 -0.019 0.022 -0.088
H 3.82763 -4.32308 0.68539 0.110 -0.093 -0.016
H 3.37632 -2.28271 -1.08508 0.132 0.072 -0.089
H 1.35859 -3.09629 -2.95403 0.055 -0.156 0.097
H -0.02354 -2.00506 -4.70918 0.007 -0.022 -0.131
H -1.41701 -0.02956 -4.06316 -0.026 0.080 -0.022
H -1.37847 0.73921 -1.71877 0.113 0.170 -0.075
C 1.86926 1.85430 -5.58804 -0.033 -0.041 -0.014
C 1.27177 2.98382 -4.77383 -0.123 0.030 0.630
Sb 0.97282 2.46537 -2.66922 0.596 1.019 -0.266
C 0.32327 4.43248 -1.91638 0.240 -0.668 -0.228
C 1.25742 5.57052 -2.26447 -0.025 0.108 0.097
C 3.09549 2.56141 -2.11454 -0.566 0.101 -0.126
C 3.74594 1.19742 -1.99176 0.065 0.055 -0.091
H 2.05712 2.19947 -6.60254 0.046 -0.076 -0.115
H 1.19042 1.00229 -5.64762 0.044 -0.072 -0.009
H 2.81890 1.51718 -5.17655 0.095 -0.088 0.009
H 0.30544 3.27642 -5.17610 -0.100 0.117 -0.008
H 1.92509 3.85466 -4.78537 -0.028 0.087 0.020
H 0.21522 4.33283 -0.83619 -0.052 -0.069 0.077
H -0.66666 4.60418 -2.33148 -0.162 -0.042 -0.010
H 2.26664 5.38326 -1.90145 0.106 0.059 -0.061
H 0.90379 6.49401 -1.80699 0.046 0.109 0.007
H 1.28713 5.73572 -3.33692 0.130 0.030 -0.127
H 3.17779 3.11888 -1.18154 0.019 0.119 -0.029
H 3.58611 3.13445 -2.89913 0.021 0.144 0.033
H 3.30080 0.60012 -1.19409 -0.042 -0.137 0.058
H 4.80599 1.31086 -1.77367 0.117 -0.125 0.041
H 3.65624 0.63893 -2.92260 0.018 -0.132 -0.024

---

The calculation returns the following max |F| values, one per record and in order: 2.19, 2.66, 1.02, 1.21 eV/Å.